No. 1
C4H11NS2 | ωB97M-V/def2-TZVPD

The geometry in XYZ format:
```
18
Properties=species:S:1:pos:R:3:forces:R:3:nbo_charge:R:1
S 1.22073 -0.84846 0.93683 -1.568 1.639 -2.563 -0.175
S 2.54998 0.45671 -0.03364 0.721 0.215 1.458 0.032
N -2.01475 -1.61014 -0.14729 -0.593 0.709 0.358 -0.857
C 3.74941 0.61120 1.39085 0.075 -0.410 -1.544 -0.717
C -0.18585 0.04735 -0.69208 0.719 -1.590 2.896 -0.241
C -1.58652 -0.19616 -0.21345 0.345 -1.113 -1.003 -0.122
C -2.48636 0.63037 -1.15589 -0.034 -0.914 0.168 -0.605
H 4.14911 -0.39814 1.40186 0.323 0.055 0.615 0.217
H -2.07701 1.62669 -1.07514 -0.692 0.685 -0.095 0.202
H 4.55060 1.29458 1.06697 -0.396 -0.148 0.251 0.224
H -2.49802 -1.68506 0.75172 0.324 -0.647 -0.587 0.365
H -1.64412 0.17819 0.79697 -0.128 0.648 0.207 0.193
H 0.18125 -0.59027 -1.48923 -0.020 0.482 -0.255 0.218
H 3.29521 0.89259 2.33739 -0.142 0.096 -0.207 0.223
H -3.51786 0.48407 -0.78559 0.400 0.604 -0.406 0.226
H -2.42623 0.31456 -2.22336 0.015 -0.017 0.838 0.215
H 0.04523 1.11657 -0.62404 0.471 -0.622 -0.353 0.226
H -1.30482 -2.32465 -0.24289 0.180 0.327 0.221 0.376
```
Positions in Å, forces in eV/Å.

Total energy in eV: -27485.2332
Maximum force in eV Å⁻¹: 3.42
Energy above the lowest of the compared OMol25 structures with the same formula, charge and spin in kJ/mol: 196.1
HOMO-LUMO gap in eV: 7.8
HOMO in eV: -7.75

***

No. 2
C4H11NS2 | ωB97M-V/def2-TZVPD

The geometry in XYZ format:
```
18
Properties=species:S:1:pos:R:3:forces:R:3:nbo_charge:R:1
S 0.72374 0.13706 -1.52064 0.541 -0.032 -0.125 0.104
S 2.64626 -0.69170 -1.28974 -0.115 -0.491 -1.129 -0.138
N -1.37854 0.08243 0.65652 -0.401 2.315 3.057 -0.629
C -2.16714 -0.38798 1.84407 -1.931 0.617 -1.515 -0.224
C -0.06592 0.64373 1.10647 0.317 -1.273 -1.705 -0.235
C 0.69359 1.23356 -0.10050 -0.487 1.343 0.889 -0.552
C -3.77667 -0.42383 1.72704 0.654 0.914 -0.726 -0.620
H 2.87170 -0.20294 -0.10471 0.135 0.288 1.011 0.115
H 0.62865 -0.15494 1.53910 -1.002 1.056 0.136 0.167
H -1.13760 -0.67446 0.12002 0.420 -2.237 -1.789 0.355
H -4.22718 -0.29872 2.78815 0.652 -0.245 -1.965 0.212
H 1.71768 1.47895 0.34056 -1.180 0.064 -1.268 0.227
H -4.15559 0.37747 0.97699 0.684 -1.026 1.603 0.218
H -2.09368 0.38632 2.55794 0.943 0.465 1.205 0.186
H 0.10444 2.17551 -0.41070 1.208 -1.310 0.284 0.237
H -1.84092 -1.36802 2.16457 0.262 -0.099 0.530 0.174
H -4.06274 -1.36719 1.26622 -0.324 -0.145 0.299 0.201
H -0.17831 1.55221 1.66990 -0.375 -0.202 1.208 0.202
```
Positions in Å, forces in eV/Å.

Total energy in eV: -27485.4785
Maximum force in eV Å⁻¹: 3.86
Energy above the lowest of the compared OMol25 structures with the same formula, charge and spin in kJ/mol: 172.4
HOMO-LUMO gap in eV: 8.7
HOMO in eV: -8.23
SMILES string: CCNCCSS

***

No. 3
C4H11NS2 | ωB97M-V/def2-TZVPD

The geometry in XYZ format:
```
18
Properties=species:S:1:pos:R:3:forces:R:3:nbo_charge:R:1
S 2.43018 -1.65979 0.67922 0.632 -0.525 -0.493 0.080
S 4.02030 -0.31609 0.11941 -0.367 -1.606 2.263 -0.113
N -0.37765 -0.16157 -0.09379 2.468 -1.517 -0.180 -0.642
C -1.37149 0.64866 -0.63499 -3.534 0.739 1.121 -0.203
C 0.68160 0.45297 0.71395 -0.633 -0.540 -0.610 -0.237
C 1.28073 -0.60218 1.61671 2.403 1.735 0.437 -0.546
C -2.51836 -0.12023 -1.38469 -1.728 -1.845 0.907 -0.641
H 3.38920 0.14262 -0.88488 -0.902 0.878 -1.791 0.106
H 0.22134 1.05252 1.43743 -1.092 1.563 0.811 0.193
H 0.06408 -0.75772 -0.78004 0.029 -0.162 -0.181 0.358
H 2.07515 -0.08959 2.27133 -1.689 -0.519 -0.305 0.227
H -1.13191 1.51072 -1.24266 0.731 0.453 -0.176 0.163
H -2.80988 -1.02781 -0.73976 0.491 1.251 -0.620 0.209
H -2.46619 -0.62693 -2.40799 0.892 1.245 1.100 0.216
H -1.84682 1.01713 0.35955 0.106 0.167 -1.902 0.177
H -3.48247 0.47439 -1.40111 1.276 -0.299 -0.059 0.217
H 1.39547 1.10962 0.16385 -0.174 -0.655 0.263 0.178
H 0.44671 -1.04672 2.20847 1.093 -0.363 -0.586 0.258
```
Positions in Å, forces in eV/Å.

Total energy in eV: -27485.6379
Maximum force in eV Å⁻¹: 3.78
Energy above the lowest of the compared OMol25 structures with the same formula, charge and spin in kJ/mol: 157.0
HOMO-LUMO gap in eV: 9.1
HOMO in eV: -8.85
SMILES string: CCNCCSS

***

No. 4
C4H11NS3 | ωB97M-V/def2-TZVPD

The geometry in XYZ format:
```
19
Properties=species:S:1:pos:R:3:forces:R:3:nbo_charge:R:1
S 1.57452 0.62408 -0.78975 -0.822 -0.261 0.661 -0.098
S 1.35568 3.81843 1.41545 -0.593 -0.252 -1.940 0.243
S 1.94810 3.97572 -1.39156 1.471 -0.679 1.174 0.361
N 0.88403 3.85833 -0.13664 1.265 0.529 1.411 -0.701
C -0.35941 -1.32765 -0.80303 0.428 -1.773 -1.851 -0.632
C -0.80034 0.50223 0.84144 2.625 3.914 -2.426 -0.610
C -0.25815 0.12051 -0.56833 -0.529 0.682 1.329 -0.081
C -1.11917 0.82384 -1.51018 -1.732 0.536 -3.194 -0.635
H -0.01111 0.28577 1.50986 0.544 0.246 1.385 0.211
H -1.09590 0.36354 -2.55703 0.275 0.618 1.134 0.201
H 1.68463 0.55106 -2.13323 -0.404 -0.108 0.232 0.128
H 0.19338 -1.40925 -1.78761 -0.415 -0.964 1.150 0.210
H -1.65617 0.03548 1.09350 -2.759 -2.220 0.558 0.210
H 0.11909 -1.83273 0.02237 0.415 -0.629 -0.130 0.215
H 3.28210 3.64496 -0.79253 -2.183 0.691 -0.703 0.101
H -2.20061 0.70136 -1.22522 0.943 0.336 -0.041 0.215
H -0.84738 1.88078 -1.61318 -0.369 -0.121 0.125 0.227
H -1.13439 1.61474 0.76552 1.177 -1.632 0.701 0.217
H -1.36296 -1.81589 -0.97936 0.664 1.087 0.423 0.217
```
Positions in Å, forces in eV/Å.

Total energy in eV: -38319.2080
Maximum force in eV Å⁻¹: 5.30
Energy above the lowest of the compared OMol25 structures with the same formula, charge and spin in kJ/mol: 206.5
HOMO-LUMO gap in eV: 7.3
HOMO in eV: -8.69
SMILES string: CC(C)(C)S.S=NS

***

No. 5
C4H11NSi2 | ωB97M-V/def2-TZVPD

The geometry in XYZ format:
```
18
Properties=species:S:1:pos:R:3:forces:R:3:nbo_charge:R:1
Si 0.46454 -0.99948 -0.34114 -2.257 1.210 -0.414 1.514
Si 2.90743 2.67146 1.12753 -2.603 0.135 2.680 0.567
N 2.54051 1.08003 -0.45695 -0.237 -3.226 -0.665 -0.445
C -0.91806 0.36410 -0.61066 -0.687 -0.818 2.007 -1.070
C 0.29863 -1.43656 1.47032 -1.490 -2.230 0.141 -1.121
C 1.91568 0.07799 -0.43107 2.179 3.081 -0.708 -0.060
C 0.32113 -2.16513 -1.83749 4.709 -1.412 1.161 -1.077
H -1.93343 0.11629 -0.09968 1.728 -0.009 -0.711 0.233
H 0.96213 -1.84590 -2.73587 -0.576 -0.346 1.571 0.264
H 0.64250 -3.23897 -1.52452 -0.546 1.698 -0.791 0.243
H 0.18298 -2.56389 1.52822 0.383 1.009 0.170 0.243
H -1.18520 0.53442 -1.65023 0.429 0.518 -0.041 0.236
H -0.62148 -2.18106 -2.20357 -3.211 -0.153 -0.796 0.236
H 3.52220 2.74741 2.59466 0.401 -0.586 -0.743 -0.272
H -0.73348 -1.11482 1.68143 0.172 0.045 -0.035 0.251
H -0.53220 1.23124 -0.00642 -0.434 -0.345 -1.093 0.251
H 3.61455 3.87237 0.87008 1.468 1.295 -1.036 -0.268
H 0.85621 -1.10822 2.34958 0.574 0.136 -0.698 0.274
```
Positions in Å, forces in eV/Å.

Total energy in eV: -21567.8007
Maximum force in eV Å⁻¹: 5.05
Energy above the lowest of the compared OMol25 structures with the same formula, charge and spin in kJ/mol: 271.6
HOMO-LUMO gap in eV: 6.7
HOMO in eV: -6.87

***

No. 6
C4H11NaO3 | ωB97M-V/def2-TZVPD

The geometry in XYZ format:
```
19
Properties=species:S:1:pos:R:3:forces:R:3:nbo_charge:R:1
Na -0.83425 -1.52808 -0.71560 -0.007 0.357 0.459 0.948
O -1.57526 0.19755 0.61450 0.150 -0.152 -0.287 -0.934
O 0.09744 0.35904 -1.70203 -0.122 -0.419 -0.268 -0.596
O 0.16721 -1.32445 1.38737 -0.400 0.305 -0.494 -0.879
C -1.25295 1.39620 -0.00048 -0.168 0.073 0.118 -0.061
C -0.01687 -1.98482 2.60626 -0.075 -0.083 0.392 -0.236
C 0.09406 1.37830 -0.70921 0.267 0.437 0.330 -0.101
C 1.29926 0.29454 -2.43858 0.222 0.082 -0.030 -0.250
H 0.90575 1.17686 0.01385 -0.196 0.010 -0.165 0.174
H 0.31080 -1.36618 3.46286 -0.076 -0.186 -0.222 0.154
H -0.58940 -0.51362 1.21392 0.307 -0.341 0.065 0.493
H 0.57122 -2.91752 2.62513 -0.129 0.251 -0.006 0.156
H 1.20634 -0.52462 -3.16282 0.037 0.218 0.147 0.182
H 2.15782 0.09756 -1.77466 -0.175 0.062 -0.170 0.177
H 1.47680 1.23688 -2.98209 -0.018 -0.232 0.116 0.177
H -1.20648 2.24748 0.71343 -0.001 -0.186 -0.139 0.144
H -1.07512 -2.25477 2.78472 0.249 0.066 -0.037 0.148
H -2.02235 1.67274 -0.75195 0.167 -0.048 0.148 0.140
H 0.28596 2.35692 -1.18462 -0.031 -0.214 0.043 0.165
```
Positions in Å, forces in eV/Å.

Total energy in eV: -14884.8183
Maximum force in eV Å⁻¹: 0.70
Energy above the lowest of the compared OMol25 structures with the same formula, charge and spin in kJ/mol: 0.0
HOMO-LUMO gap in eV: 7.8
HOMO in eV: -8.20